1.
Density functional theory data (the ωB97M-V functional and the def2-TZVPD basis) for a molecular structure, C28H28Cl2O2PPdS.

- E: -82228.590 eV
- Charge: +1
- Energy relative to the best compared isomer or geometry (same formula, charge and spin): 5.50 kcal per mole
- Frontier orbital gap (alpha / beta): 7.815 / 5.686 eV
- 2S+1: 3

Last column: natural (NBO) charge in e.
Cartesian coordinates (Å):
Pd (-0.244, 0.243, 0.411)  0.51
Cl (-0.964, 2.386, 1.708)  0.06
C (-0.936, 3.586, 0.437)  0.11
C (-1.497, 4.806, 0.748)  -0.28
C (-1.491, 5.810, -0.208)  -0.13
C (-0.924, 5.591, -1.455)  -0.24
C (-0.372, 4.362, -1.750)  0.01
Cl (0.321, 4.171, -3.320)  0.06
C (-0.362, 3.297, -0.819)  -0.36
S (0.292, 1.758, -1.282)  0.17
H (-1.923, 4.968, 1.728)  0.24
H (-1.930, 6.772, 0.020)  0.24
H (-0.903, 6.370, -2.204)  0.25
C (-3.310, -2.044, 2.988)  -0.72
C (-2.597, -1.058, 2.113)  0.60
O (-1.377, -0.951, 2.184)  -0.60
C (-3.377, -0.186, 1.183)  -0.10
C (-2.869, 0.135, -0.070)  -0.23
C (-3.526, 1.029, -0.897)  -0.20
C (-4.708, 1.617, -0.461)  -0.18
C (-5.234, 1.289, 0.782)  -0.20
C (-4.578, 0.377, 1.600)  -0.19
H (-2.603, -2.786, 3.349)  0.25
H (-4.139, -2.516, 2.462)  0.24
H (-3.728, -1.522, 3.853)  0.26
H (-1.985, -0.385, -0.446)  0.20
H (-3.123, 1.258, -1.876)  0.23
H (-5.226, 2.323, -1.098)  0.23
H (-6.157, 1.744, 1.117)  0.23
H (-4.988, 0.134, 2.572)  0.22
C (0.062, -3.242, 0.524)  -0.95
P (0.916, -1.775, -0.114)  0.94
C (1.056, -2.126, -1.886)  -0.28
C (2.206, -2.623, -2.489)  -0.21
C (2.197, -2.946, -3.841)  -0.20
C (1.043, -2.783, -4.594)  -0.19
C (-0.108, -2.284, -3.999)  -0.19
C (-0.097, -1.951, -2.654)  -0.23
C (2.594, -1.885, 0.545)  -0.39
C (3.563, -0.994, 0.079)  -0.18
C (4.862, -1.062, 0.549)  -0.21
C (5.205, -2.009, 1.512)  -0.19
C (4.246, -2.884, 1.996)  -0.23
C (2.944, -2.825, 1.508)  -0.14
H (0.627, -4.142, 0.280)  0.25
H (-0.913, -3.299, 0.039)  0.25
H (-0.086, -3.166, 1.600)  0.25
H (3.112, -2.766, -1.912)  0.23
H (3.096, -3.331, -4.305)  0.23
H (1.041, -3.042, -5.645)  0.23
H (-1.010, -2.148, -4.583)  0.22
H (-0.995, -1.541, -2.201)  0.21
H (3.298, -0.240, -0.655)  0.22
H (5.610, -0.379, 0.168)  0.22
H (6.220, -2.060, 1.882)  0.23
H (4.508, -3.622, 2.742)  0.23
H (2.208, -3.521, 1.889)  0.21
C (2.999, 2.283, 1.508)  -0.25
O (2.081, 1.236, 1.799)  -0.75
H (4.032, 1.934, 1.554)  0.18
H (2.873, 3.135, 2.179)  0.17
H (2.786, 2.608, 0.489)  0.18
H (2.279, 0.872, 2.668)  0.48

2.
Density functional theory data (the ωB97M-V functional and the def2-TZVPD basis) for C4H10ClN in the gas phase at a distorted geometry.

- E: -18321.572 eV
- Energy relative to the best compared isomer or geometry (same formula, charge and spin): 33.93 kcal per mole
- Frontier orbital gap: 9.830 eV
- 2S+1: 1

Last column: natural (NBO) charge in e.
Cartesian coordinates (Å):
C (2.390, 0.452, -0.131)  -0.62
C (1.373, -0.627, 0.079)  -0.18
N (0.096, -0.070, -0.332)  -0.63
C (-1.200, -0.607, -0.081)  -0.23
C (-2.198, 0.584, 0.127)  -0.35
Cl (-3.879, -0.098, -0.108)  -0.10
H (2.235, 0.809, -1.115)  0.22
H (2.191, 1.138, 0.652)  0.21
H (3.346, -0.083, -0.042)  0.22
H (1.425, -1.524, -0.512)  0.19
H (1.315, -1.026, 1.212)  0.14
H (0.015, 1.006, 0.018)  0.33
H (-1.550, -1.120, -0.991)  0.20
H (-1.283, -1.275, 0.839)  0.18
H (-2.123, 1.303, -0.706)  0.21
H (-2.152, 1.138, 1.092)  0.22

3.
Density functional theory data (the ωB97M-V functional and the def2-TZVPD basis) for a molecular structure, C33H60O47S11 at a distorted geometry.

- E: -250584.177 eV
- Energy relative to the best compared isomer or geometry (same formula, charge and spin): 132.36 kcal per mole
- Frontier orbital gap: 8.000 eV
- 2S+1: 1

Last column: Mulliken charge in e.
Cartesian coordinates (Å):
C (-3.528, 1.525, -4.956)  -0.73
C (-2.358, 0.811, -5.077)  -0.64
C (-1.111, -0.234, -5.223)  1.48
C (-0.471, 0.185, -6.667)  -0.77
C (1.187, 0.172, -6.660)  -0.59
C (1.644, 1.605, -6.033)  -0.39
C (3.034, 1.580, -5.182)  -0.65
C (2.892, 2.536, -3.846)  0.19
C (2.642, 1.616, -2.498)  -0.60
C (-1.818, -1.696, -5.056)  -0.30
O (-1.446, -2.007, -3.663)  -0.30
C (-0.078, -1.510, -3.582)  0.47
O (0.993, -2.164, -3.231)  -0.56
O (-0.228, -0.111, -4.031)  -0.12
H (-4.622, 1.932, -5.122)  0.27
H (-0.752, 1.319, -6.847)  0.25
H (-0.922, -0.397, -7.575)  0.39
H (1.487, 0.119, -7.801)  0.36
H (1.632, -0.764, -6.137)  0.30
H (0.754, 2.004, -5.389)  0.12
H (1.780, 2.367, -6.912)  0.34
H (3.848, 2.089, -5.870)  0.30
H (3.413, 0.519, -4.900)  0.31
H (1.956, 3.250, -3.920)  0.23
H (3.820, 3.241, -3.729)  -0.19
H (2.060, 0.656, -2.829)  0.00
H (3.651, 1.306, -1.978)  0.20
H (1.955, 2.250, -1.776)  0.29
H (-1.342, -2.568, -5.668)  0.29
H (-2.944, -1.446, -5.195)  0.36
C (1.943, -3.423, -0.406)  -0.26
C (3.414, -3.658, -0.731)  -0.49
O (4.123, -3.248, 0.436)  -0.31
S (3.200, -3.547, 1.749)  0.92
O (3.620, -4.802, 2.316)  -0.55
O (3.096, -2.333, 2.521)  -0.26
O (1.793, -3.786, 0.967)  -0.15
H (1.679, -2.367, -0.509)  0.23
H (1.281, -4.025, -1.033)  0.31
H (3.744, -3.088, -1.602)  0.36
H (3.618, -4.721, -0.895)  0.30
C (-0.136, -3.037, 6.155)  -0.07
C (-1.023, -3.277, 4.939)  -0.42
O (-0.156, -3.150, 3.812)  -0.27
S (1.334, -3.657, 4.230)  1.26
O (1.481, -5.021, 3.797)  -0.59
O (2.281, -2.616, 3.894)  -0.56
O (1.110, -3.660, 5.847)  -0.41
H (0.046, -1.968, 6.305)  0.15
H (-0.560, -3.464, 7.067)  0.26
H (-1.845, -2.561, 4.875)  0.30
H (-1.427, -4.295, 4.941)  0.16
C (-4.457, 7.136, -6.081)  -0.43
C (-5.042, 6.084, -5.144)  -0.40
O (-4.870, 4.840, -5.825)  -0.16
S (-3.511, 4.915, -6.722)  1.09
O (-2.445, 4.297, -5.977)  -0.50
O (-3.838, 4.545, -8.073)  -0.59
O (-3.304, 6.529, -6.661)  -0.33
H (-5.156, 7.379, -6.886)  0.30
H (-4.180, 8.051, -5.552)  0.35
H (-6.098, 6.261, -4.927)  0.34
H (-4.481, 6.036, -4.205)  0.28
C (6.372, -0.817, 1.465)  -0.25
C (5.391, 0.199, 2.037)  -0.22
O (6.204, 1.199, 2.648)  -0.37
S (7.597, 1.330, 1.814)  0.85
O (7.470, 2.433, 0.898)  -0.34
O (8.693, 1.198, 2.736)  -0.57
O (7.466, -0.050, 0.961)  -0.12
H (6.753, -1.481, 2.248)  0.29
H (5.927, -1.415, 0.667)  0.20
H (4.711, -0.243, 2.768)  0.24
H (4.810, 0.677, 1.242)  0.20
C (-7.999, 1.301, -7.108)  -0.37
C (-8.978, 2.317, -6.531)  -0.35
O (-8.163, 3.316, -5.922)  -0.36
S (-6.773, 3.450, -6.761)  1.18
O (-6.903, 4.556, -7.673)  -0.59
O (-5.672, 3.316, -5.843)  -0.54
O (-6.909, 2.070, -7.615)  -0.34
H (-7.614, 0.637, -6.328)  0.27
H (-8.447, 0.704, -7.905)  0.32
H (-9.655, 1.873, -5.798)  0.32
H (-9.563, 2.795, -7.323)  0.30
C (8.795, 5.263, -2.530)  -0.33
C (8.091, 4.375, -1.511)  -0.17
O (6.733, 4.811, -1.511)  -0.30
S (6.343, 5.330, -3.003)  1.05
O (5.671, 4.257, -3.691)  -0.59
O (5.796, 6.655, -2.895)  -0.57
O (7.857, 5.439, -3.592)  -0.35
H (9.019, 6.247, -2.107)  0.30
H (9.716, 4.811, -2.906)  0.29
H (8.525, 4.462, -0.513)  0.35
H (8.108, 3.326, -1.824)  0.21
C (-5.388, -3.798, 1.306)  -0.20
C (-3.928, -4.078, 0.969)  -0.43
O (-3.193, -3.652, 2.114)  -0.22
S (-4.103, -3.888, 3.445)  1.40
O (-3.708, -5.135, 4.044)  -0.50
O (-4.165, -2.651, 4.179)  -0.62
O (-5.526, -4.115, 2.690)  -0.32
H (-5.627, -2.738, 1.174)  0.02
H (-6.073, -4.401, 0.706)  0.43
H (-3.596, -3.542, 0.077)  0.34
H (-3.753, -5.150, 0.835)  0.30
C (12.288, 0.306, 1.104)  -0.34
C (12.583, 0.060, -0.371)  -0.41
O (11.335, -0.328, -0.940)  -0.31
S (10.131, 0.433, -0.148)  1.04
O (9.759, 1.598, -0.908)  -0.46
O (9.178, -0.553, 0.291)  -0.47
O (11.002, 0.922, 1.137)  -0.24
H (12.229, -0.636, 1.657)  0.30
H (13.033, 0.955, 1.571)  0.30
H (13.334, -0.718, -0.521)  0.32
H (12.909, 0.980, -0.867)  0.29
C (-3.564, -4.647, 8.703)  -0.16
C (-4.874, -5.264, 9.178)  -0.45
O (-5.586, -5.590, 7.986)  -0.35
S (-4.517, -5.985, 6.821)  0.93
O (-4.410, -7.420, 6.776)  -0.60
O (-4.793, -5.184, 5.659)  -0.34
O (-3.185, -5.399, 7.550)  -0.29
H (-3.706, -3.605, 8.399)  0.18
H (-2.783, -4.698, 9.465)  0.34
H (-5.456, -4.580, 9.800)  0.32
H (-4.696, -6.193, 9.729)  0.31
C (-0.911, 1.698, 9.360)  -0.42
C (-0.378, 1.105, 8.061)  -0.38
O (-0.970, -0.190, 7.972)  -0.15
S (-2.444, -0.147, 8.664)  1.15
O (-3.424, 0.029, 7.624)  -0.55
O (-2.519, -1.200, 9.641)  -0.53
O (-2.271, 1.271, 9.443)  -0.33
H (-0.375, 1.297, 10.226)  0.30
H (-0.853, 2.788, 9.371)  0.31
H (0.711, 1.032, 8.053)  0.33
H (-0.710, 1.688, 7.196)  0.31
C (-7.305, 0.351, 2.962)  -0.30
C (-8.616, -0.265, 3.437)  -0.32
O (-9.329, -0.589, 2.244)  -0.31
S (-8.261, -0.984, 1.081)  1.13
O (-8.156, -2.421, 1.036)  -0.51
O (-8.537, -0.182, -0.081)  -0.56
O (-6.928, -0.400, 1.809)  -0.30
H (-7.446, 1.393, 2.658)  0.27
H (-6.524, 0.299, 3.724)  0.31
H (-9.196, 0.419, 4.059)  0.31
H (-8.438, -1.194, 3.988)  0.28

4.
Density functional theory data (the ωB97M-V functional and the def2-TZVPD basis) for C2HCl2F3N3O2PS in the gas phase at a distorted geometry.

- E: -63977.398 eV
- Energy relative to the best compared isomer or geometry (same formula, charge and spin): 0.00 kcal per mole
- Frontier orbital gap: 10.548 eV
- 2S+1: 1

Last column: natural (NBO) charge in e.
Cartesian coordinates (Å):
C (-0.705, -0.244, 0.985)  0.42
C (-1.950, -0.780, 0.285)  0.93
N (-0.560, -0.765, 2.218)  -0.91
N (1.827, 0.504, 2.376)  -1.25
N (0.125, 0.448, 0.232)  -0.77
O (2.827, 0.982, 0.103)  -0.86
O (1.948, -1.234, 0.596)  -0.95
F (-2.062, -0.412, -1.053)  -0.35
F (-1.967, -2.111, 0.221)  -0.30
F (-3.084, -0.398, 0.800)  -0.29
P (0.838, -0.585, 3.030)  1.75
S (1.913, 0.175, 0.792)  2.39
Cl (1.396, -2.453, 3.143)  -0.13
Cl (0.290, 0.207, 4.726)  -0.14
H (-0.078, 0.189, -0.762)  0.44

5.
Density functional theory data (the ωB97M-V functional and the def2-TZVPD basis) for 8 unconnected molecules or ions with the total composition C47H35BF5O19P at a distorted geometry.

- E: -111755.278 eV
- Frontier orbital gap: 7.966 eV
- 2S+1: 1

Last column: Mulliken charge in e.
Cartesian coordinates (Å):
C (-0.719, -1.362, 0.212)  0.02
O (0.602, -1.508, -0.350)  -0.34
B (0.926, -0.475, -1.207)  0.30
O (0.456, -0.428, -2.480)  -0.45
C (1.944, 0.670, -0.613)  -0.18
O (2.706, 0.025, 0.441)  -0.26
C (3.283, 0.879, 1.284)  0.13
O (3.814, 1.887, 1.013)  -0.50
C (3.270, 0.404, 2.779)  1.01
F (4.269, -0.515, 2.861)  -0.29
F (3.587, 1.388, 3.587)  -0.25
C (1.983, -0.343, 3.204)  0.53
F (2.118, -0.646, 4.498)  -0.31
F (0.907, 0.409, 3.063)  -0.17
F (1.842, -1.482, 2.601)  -0.24
P (0.859, 2.076, -0.078)  0.92
O (-0.591, 1.769, -0.241)  -0.63
H (-0.717, -0.908, 1.213)  0.04
H (-1.319, -0.756, -0.484)  0.13
H (-1.218, -2.344, 0.289)  0.14
H (-0.122, 0.348, -2.626)  0.58
H (2.573, 1.012, -1.451)  0.32
H (1.144, 3.145, -0.973)  -0.17
H (1.120, 2.536, 1.234)  -0.01
O (-3.485, 3.633, 6.630)  -0.56
C (-2.702, 3.766, 5.714)  0.19
C (-2.712, 4.978, 4.860)  -0.33
C (-1.853, 5.120, 3.855)  -0.11
C (-0.851, 4.075, 3.547)  0.34
O (-0.069, 4.212, 2.628)  -0.39
C (-0.838, 2.862, 4.397)  -0.18
C (-1.696, 2.719, 5.404)  -0.49
H (-3.451, 5.732, 5.100)  0.44
H (-1.846, 5.993, 3.222)  0.29
H (-0.097, 2.108, 4.155)  0.38
H (-1.703, 1.842, 6.038)  0.46
O (-1.148, 1.730, -3.036)  -0.55
C (-2.050, 2.503, -3.280)  0.35
C (-1.776, 3.833, -3.864)  -0.29
C (-2.762, 4.687, -4.126)  -0.43
C (-4.176, 4.338, -3.847)  0.32
O (-5.076, 5.115, -4.088)  -0.57
C (-4.448, 3.003, -3.261)  -0.43
C (-3.460, 2.152, -2.997)  -0.37
H (-0.738, 4.070, -4.058)  0.42
H (-2.582, 5.667, -4.550)  0.43
H (-5.485, 2.766, -3.061)  0.42
H (-3.636, 1.174, -2.568)  0.44
O (-1.929, -4.005, -0.015)  -0.54
C (-2.084, -5.156, 0.340)  0.36
C (-2.206, -5.508, 1.776)  -0.30
C (-2.372, -6.770, 2.164)  -0.57
C (-2.446, -7.873, 1.177)  0.35
O (-2.598, -9.027, 1.528)  -0.63
C (-2.324, -7.522, -0.257)  -0.17
C (-2.157, -6.260, -0.645)  -0.49
H (-2.150, -4.688, 2.480)  0.46
H (-2.462, -7.048, 3.207)  0.42
H (-2.378, -8.344, -0.962)  0.52
H (-2.066, -5.982, -1.687)  0.48
O (-1.134, -10.530, -1.776)  -0.58
C (-0.078, -10.600, -1.182)  0.35
C (1.143, -11.117, -1.843)  -0.40
C (2.301, -11.192, -1.192)  -0.40
C (2.419, -10.761, 0.222)  0.36
O (3.477, -10.828, 0.813)  -0.58
C (1.197, -10.244, 0.882)  -0.45
C (0.039, -10.168, 0.231)  -0.25
H (1.039, -11.425, -2.876)  0.44
H (3.204, -11.566, -1.658)  0.43
H (1.302, -9.934, 1.914)  0.47
H (-0.866, -9.790, 0.694)  0.62
O (-2.089, 12.058, 0.222)  -0.54
C (-2.332, 10.949, 0.645)  0.33
C (-2.491, 10.696, 2.098)  -0.43
C (-2.755, 9.476, 2.561)  -0.30
C (-2.904, 8.321, 1.645)  0.47
O (-3.147, 7.208, 2.067)  -0.61
C (-2.746, 8.573, 0.193)  -0.39
C (-2.481, 9.792, -0.271)  -0.40
H (-2.380, 11.552, 2.752)  0.42
H (-2.874, 9.272, 3.618)  0.44
H (-2.857, 7.716, -0.460)  0.55
H (-2.363, 9.995, -1.328)  0.43
O (1.627, -7.869, -2.593)  -0.48
C (2.686, -7.452, -3.015)  0.41
C (2.869, -7.126, -4.449)  -0.38
C (4.031, -6.672, -4.910)  -0.36
C (5.193, -6.472, -4.009)  0.37
O (6.251, -6.057, -4.430)  -0.55
C (5.009, -6.800, -2.575)  -0.38
C (3.846, -7.253, -2.114)  -0.34
H (2.010, -7.277, -5.091)  0.43
H (4.184, -6.428, -5.954)  0.41
H (5.867, -6.649, -1.932)  0.42
H (3.693, -7.497, -1.070)  0.47
O (2.966, 7.984, 1.612)  -0.56
C (2.494, 7.397, 0.664)  0.17
C (3.243, 7.264, -0.611)  -0.50
C (2.723, 6.620, -1.653)  -0.47
C (1.375, 6.009, -1.585)  0.12
O (0.899, 5.418, -2.533)  -0.48
C (0.626, 6.140, -0.312)  0.13
C (1.145, 6.783, 0.731)  -0.47
H (4.226, 7.717, -0.642)  0.43
H (3.253, 6.513, -2.591)  0.46
H (-0.357, 5.686, -0.281)  0.66
H (0.614, 6.888, 1.669)  0.52